A cluster of 5 separate species, C3H16O4 in total in a non-equilibrium geometry. Source: the Open Molecules 2025 dataset; level of theory: the ωB97M-V functional and the def2-TZVPD basis.

Positions of all 23 atoms, in Å:
C: -0.415 0.728 1.811
C: -0.041 -0.742 1.853
C: 1.240 -1.036 1.079
H: 0.463 1.351 2.010
H: -1.130 0.986 2.581
H: -0.726 1.068 0.822
H: -0.838 -1.352 1.428
H: 0.119 -1.017 2.860
H: 1.555 -2.081 1.078
H: 1.207 -0.782 0.013
H: 2.028 -0.400 1.490
H: 5.691 -4.883 1.269
H: 4.958 -3.804 2.118
O: 5.127 -4.108 1.225
H: 0.976 -1.689 -3.548
H: 1.746 -1.559 -4.835
O: 1.841 -1.877 -3.931
H: -2.195 3.444 -1.424
H: -3.604 2.926 -1.231
O: -2.840 2.857 -1.822
H: -5.619 3.753 0.457
H: -4.484 4.734 0.098
O: -4.668 3.824 0.343

**Net charge**: 0
**DFT total energy**: -424.8325 Ha
**Energy relative to the best compared isomer or geometry (same formula, charge and spin)**: 15.26 kcal per mole
**Strongest force on any atom**: 1.6 eV/A
**SMILES**: CCC.O.O.O.O
**Multiplicity**: 1
**HOMO**: -11.103 eV

Atomic partial charges in e from the natural (NBO) method, atoms 1 to 5: number 1, C, carries -0.605; number 2, C, carries -0.396; number 3, C, carries -0.604; number 4, H, carries 0.195; number 5, H, carries 0.207